[1]
Entry from the OMol25 dataset: 2 unconnected molecules or ions with the total composition C4H4O2 (the ωB97M-V functional and the def2-TZVPD basis).

ΔE to the lowest compared entry with this formula, charge and spin	95.3	kcal/mol
spin multiplicity	1
lowest unoccupied orbital energy (spin up / spin down)	-0.9 / -0.9	eV

The geometry in XYZ format:
```
10
Properties=species:S:1:pos:R:3:lowdin_charge:R:1
H -0.48976 -2.61212 -0.19288 0.05
H 1.94183 1.26415 0.09321 0.09
O -0.61638 2.85254 1.67039 0.08
C -0.26390 -1.83006 -0.88893 0.22
H 0.75699 -1.51918 -0.97897 0.05
H -0.88577 -1.75541 -1.75867 0.05
O -1.02292 -0.30298 0.15795 0.05
C 0.92667 1.29206 0.41303 0.10
C -0.07761 1.98290 1.06303 -0.38
C -0.26916 0.62810 0.42185 -0.31
```

---

[2]
Entry from the OMol25 dataset: a gas-phase ion, C9H10N3O2S (charge +1) (the ωB97M-V functional and the def2-TZVPD basis).

ΔE to the lowest compared entry with this formula, charge and spin	3.8	kcal/mol
charge	+1
structure (SMILES)	CO[N+](=O)/N=c1\sn(C)c2ccccc12
spin multiplicity	1
lowest unoccupied orbital energy (spin up / spin down)	-5.2 / -5.2	eV

The geometry in XYZ format:
```
25
Properties=species:S:1:pos:R:3:lowdin_charge:R:1
O 3.02117 -0.54223 0.11983 -0.20
H -4.38532 1.66626 0.12591 0.12
H -0.95441 -3.33433 -0.85656 0.09
C -0.63511 0.94646 -0.13282 -0.16
N 2.91054 0.88911 0.03071 -0.27
H -1.91959 -2.93174 0.57871 0.11
N 1.74350 1.29299 -0.11057 0.16
H -0.33331 3.06064 0.07425 0.13
C 0.68885 0.48455 -0.18171 -0.39
H 4.94593 -0.19793 0.76418 0.10
H 4.71313 -1.61744 -0.28347 0.11
C -1.07002 2.27457 0.02355 0.01
C -1.56178 -0.12676 -0.20843 -0.22
C 4.27924 -1.03092 0.52801 -0.02
N -0.94793 -1.32620 -0.34967 -0.38
C -1.62384 -2.59596 -0.41767 -0.05
H -2.51352 -2.51369 -1.04302 0.10
O 3.89626 1.53899 0.11671 0.17
H -3.66209 -0.65324 -0.15741 0.12
H 4.13427 -1.65563 1.40957 0.11
S 0.73576 -1.23585 -0.31712 1.28
C -2.93405 0.13995 -0.11702 0.02
C -3.33286 1.44543 0.04372 -0.02
H -2.78091 3.51412 0.24747 0.12
C -2.41390 2.50882 0.11284 -0.04
```

---

[3]
Entry from the OMol25 dataset: a molecular structure, C39H33ClGeN4O4Re (the ωB97M-V functional and the def2-TZVPD basis).

ΔE to the lowest compared entry with this formula, charge and spin	5.6	kcal/mol
charge	+2
spin multiplicity	4
lowest unoccupied orbital energy (spin up / spin down)	-7.2 / -8.6	eV

The geometry in XYZ format:
```
83
Properties=species:S:1:pos:R:3:lowdin_spin:R:1
H 10.35920 1.81510 -2.59482 0.00
C 7.01970 0.16017 3.01873 0.00
H 8.68894 -5.89360 1.02586 0.00
N -1.09629 0.88587 -1.35490 -0.02
O 2.05897 0.93146 -1.01342 0.03
C 7.18058 0.97750 4.12878 0.00
C -2.31246 -0.90135 -0.56148 0.02
C -2.56943 -2.60767 1.56412 0.01
C -3.50378 -2.64843 0.54302 0.03
Re 0.37190 0.25292 -0.06783 2.46
H 1.61800 -2.23959 1.27275 0.00
H 4.54697 1.41882 0.96266 0.00
H 6.69262 -5.48033 -0.36683 0.00
C -0.28139 2.83460 -0.90647 0.00
C 0.55091 6.92063 -1.47570 0.00
H 7.56978 2.45189 0.58228 0.00
C 6.74641 0.47721 -2.58776 0.00
H 2.73497 -4.95788 -1.85198 0.00
C 0.97161 6.32159 -0.31212 0.00
O 2.10468 0.31685 1.04495 0.07
C 7.26512 1.06005 -3.73676 0.00
C 1.64226 -2.53681 0.23314 0.02
C -3.37640 -1.77759 -0.53491 0.02
C 8.82060 0.86245 -1.44723 0.00
H -0.47748 6.68590 -3.36109 0.00
Ge 6.82172 -0.45216 0.18282 0.00
H 2.64790 -4.38388 0.58195 0.00
C 8.33114 -4.88305 0.87976 0.00
C 7.44663 2.03224 1.57523 0.00
C 8.54943 -2.51989 1.26743 0.00
C -2.15829 0.17719 -1.53426 0.12
H 8.97307 1.99612 -4.63258 0.00
H 6.65870 1.13336 -4.63040 0.00
N -1.38232 -0.88002 0.43603 0.03
H 4.47146 -1.11580 0.85012 0.00
C 7.20634 -4.64979 0.10089 0.00
O 0.09594 2.19208 0.21560 0.09
H 1.50663 6.87251 0.44873 0.00
N 1.11426 -1.68102 -0.66015 0.01
H 5.72967 0.09578 -2.60980 0.00
C 7.60814 2.85160 2.68517 0.00
C 0.70527 4.97314 -0.07878 0.00
N -0.94747 2.15211 -1.82285 -0.01
C -1.51459 -1.71544 1.47213 0.04
C 6.75602 -3.35131 -0.09087 0.00
C 7.41805 -2.27020 0.49138 0.00
H 9.44077 0.79518 -0.55987 0.00
H 6.80168 -0.89272 3.16249 0.00
H -4.10241 -1.76480 -1.33634 0.00
C 4.24530 0.89800 0.04998 0.00
H 9.08641 -1.69774 1.72680 0.00
H -0.95621 4.29982 -2.97974 0.00
H -4.33473 -3.33958 0.58704 0.00
C 9.34339 1.44242 -2.59387 0.00
Cl 1.77251 -3.46440 -4.10629 0.00
C 8.56494 1.54317 -3.73884 0.00
H 9.88581 -3.99700 2.06065 0.00
H -2.94045 0.49201 -2.21559 0.00
H 7.61064 2.95951 4.82657 0.00
C -0.41663 4.87666 -2.24231 0.00
H 5.88778 -3.18232 -0.72222 0.00
C 2.27694 -4.03946 -1.50909 0.01
C -0.15024 6.19954 -2.45381 0.00
H 0.86200 3.56154 1.19542 0.00
H -0.76337 -1.65181 2.24951 0.00
C 2.78543 0.75644 0.03411 0.03
H 7.08550 0.56406 5.12447 0.00
C 2.22534 -3.72271 -0.16127 0.00
C 1.16479 -1.97542 -1.97092 0.02
H 4.55077 1.48353 -0.81762 0.00
C 9.00333 -3.81777 1.46069 0.00
H 7.84853 3.89871 2.55425 0.00
C 0.00490 4.22877 -1.05456 0.00
C 7.15304 0.67599 1.72723 0.00
H -2.64986 -3.24889 2.42991 0.00
H 0.75684 -1.25352 -2.66769 0.00
H 0.76333 7.96972 -1.63470 0.00
H 4.55625 -1.02628 -0.91849 0.00
C 7.47548 2.32387 3.96138 0.00
C 1.73609 -3.14822 -2.42713 0.00
C 4.84276 -0.52376 0.01029 0.00
O 1.15089 4.47656 1.08632 0.00
C 7.51441 0.37155 -1.42962 0.00
```

---

[4]
Entry from the OMol25 dataset: a molecular structure, C3H4FN2O4SSr (the ωB97M-V functional and the def2-TZVPD basis).

charge	+1
spin multiplicity	1
lowest unoccupied orbital energy	-6.0	eV

The geometry in XYZ format:
```
16
Properties=species:S:1:pos:R:3:lowdin_charge:R:1
N -0.16817 0.54104 -1.02957 -0.08
F -3.14261 0.95032 -0.65526 0.02
N -1.69807 -0.74165 0.61600 0.10
H 2.15210 0.08264 1.59066 0.08
O -3.02695 0.88718 1.55181 0.24
O 1.36570 2.26969 0.13265 -0.31
C -2.62559 0.40050 0.57661 -0.44
H -1.25016 -0.84687 1.53486 0.18
C -0.60462 -0.64920 -0.41100 -0.74
H 2.00500 -1.27346 0.37380 0.06
S 1.40158 0.98667 -0.56294 0.60
O -0.08997 -1.78183 -0.79943 -0.21
H 3.37050 -0.11663 0.25780 0.10
C 2.27485 -0.19742 0.50792 -0.13
Sr -2.17566 -1.66038 -1.91086 1.88
O 2.21208 1.14941 -1.77304 -0.34
```

---

[5]
Entry from the OMol25 dataset: C8H17NO2 in the gas phase (the ωB97M-V functional and the def2-TZVPD basis).

ΔE to the lowest compared entry with this formula, charge and spin	103.4	kcal/mol
structure (SMILES)	C/C=[N+](\[O-])[C@H](COC)C(C)C
spin multiplicity	1
lowest unoccupied orbital energy	0.9	eV

The geometry in XYZ format:
```
28
Properties=species:S:1:pos:R:3:lowdin_charge:R:1
H 0.34507 0.96777 -2.31046 0.12
C 2.23553 0.04720 -1.70297 -0.06
H -2.76822 -0.96193 0.65851 0.09
C 0.96960 0.87768 -1.45227 -0.36
C 0.30788 0.44212 -0.13210 -0.18
C 1.31109 2.41820 -1.38390 -0.05
H 0.36307 2.86292 -1.35221 0.04
H 0.57066 -3.55503 1.25470 0.10
H 0.96052 0.84038 0.67230 0.14
H -1.15685 -2.75737 0.90458 0.05
H 1.85240 2.82339 -2.20852 0.07
C -1.07346 1.11975 0.20580 -0.20
O -1.56551 0.78038 1.44866 -0.17
H 2.17884 -1.05720 -1.63379 0.09
C 0.31188 -1.47333 1.20922 -0.16
N 0.09014 -1.05748 0.06723 -0.29
C -2.67975 -0.19329 1.46643 -0.06
H -1.76675 0.81628 -0.62371 0.14
H -2.79038 -0.71687 2.47489 0.12
O -0.52805 -1.69155 -0.81074 -0.06
H 2.42872 0.33771 -2.70420 0.06
H 0.73311 -0.73795 2.01152 0.17
H -1.00122 2.17477 0.06740 0.11
H 3.04312 0.45043 -1.04729 0.09
C -0.25911 -2.83108 1.46396 -0.05
H -0.37404 -2.86507 2.57893 0.09
H 1.78991 2.58197 -0.35959 0.11
H -3.52821 0.35721 1.23760 0.05
```

---

[6]
Entry from the OMol25 dataset: C3H4S2 in the gas phase (the ωB97M-V functional and the def2-TZVPD basis).

ΔE to the lowest compared entry with this formula, charge and spin	73.1	kcal/mol
spin multiplicity	1
lowest unoccupied orbital energy	-1.7	eV

The geometry in XYZ format:
```
9
Properties=species:S:1:pos:R:3:lowdin_charge:R:1
S 2.05460 1.12923 -2.37884 0.57
H 1.94021 -0.07941 -0.34632 0.06
H -0.58797 1.01845 -1.73467 0.07
C -1.09805 -0.88995 1.68540 -0.32
H -2.06423 -0.85973 2.14981 -0.01
C 1.25201 0.37910 -1.09895 -0.77
H -0.36189 -1.54342 2.16955 0.03
C -0.03963 0.63167 -0.85894 -0.61
S -1.09505 0.21405 0.41296 0.99
```

---

[7]
Entry from the OMol25 dataset: a molecular structure, C36H51BrIrN3OP2 (the ωB97M-V functional and the def2-TZVPD basis).

ΔE to the lowest compared entry with this formula, charge and spin	0.0	kcal/mol
charge	+3
spin multiplicity	6
lowest unoccupied orbital energy (spin up / spin down)	-8.4 / -11.7	eV

The geometry in XYZ format:
```
95
Properties=species:S:1:pos:R:3:lowdin_spin:R:1
C 0.81872 1.80635 -4.98506 0.17
C 4.80868 -0.67467 -1.53109 0.00
H 4.80234 -1.76000 -1.69896 0.00
C -1.54034 -2.54507 -3.30174 0.13
C 0.35618 -3.71078 -2.40524 0.13
C 3.38985 -1.21788 1.35272 0.01
H -3.59208 1.56206 1.87570 0.00
H -2.84656 -3.10389 -0.88165 0.00
H -1.45285 2.88588 -0.87402 0.00
C 4.11738 0.08832 1.72965 0.00
Br -0.52907 -4.68803 3.67180 0.26
C -1.25835 -0.63256 4.32886 0.06
C 0.61024 -2.61314 -1.53930 0.02
C 1.01248 2.60025 -6.11498 0.15
C 0.46936 2.40589 -3.75177 0.36
C -0.41687 -2.20454 2.24625 0.28
H 3.40409 0.91827 1.84286 0.00
N 0.19673 0.96790 -1.61429 0.27
H 3.96554 1.67703 -0.35928 0.00
H 5.34533 -0.22471 -2.38158 0.00
H -4.57733 -1.92415 2.02891 0.00
H -2.07560 2.39379 1.44555 0.00
N -0.54680 -0.87640 2.05042 0.31
H 3.27056 -1.75368 3.43025 0.00
C 3.44312 1.41775 -1.28845 0.01
O 0.88265 2.31829 1.65858 0.00
C -0.69554 -3.65730 -3.29823 0.00
H 0.03949 4.25650 -2.72338 0.01
H -1.33303 -2.45914 5.50976 0.01
H 3.38147 0.16936 -3.65379 0.00
C 0.83026 3.98571 -6.04294 0.47
H -1.57863 0.05119 5.11155 0.00
H -2.99715 3.71982 -1.10450 0.00
H -0.04571 -2.82639 1.43145 0.01
H 2.90420 -1.47295 -3.16080 0.00
C -4.06766 -1.03736 1.61963 0.01
H -2.35781 -2.42571 -4.00338 0.01
C 3.38051 -0.10352 -1.51614 0.04
C 0.30197 3.80912 -3.68518 0.19
C -1.36607 -1.56442 -2.33117 0.02
C -2.35235 -0.41460 -2.18637 0.00
H -5.50833 -0.62452 -0.76356 0.00
C 4.37682 -2.36596 1.08603 0.00
H 2.44531 1.86569 -1.26508 0.00
H 4.89559 0.37466 1.01400 0.00
H -3.50117 -3.43399 0.73525 0.00
C -2.92139 -2.71174 0.13987 0.01
Ir 0.00137 -0.01837 0.00235 0.05
H -4.80479 1.22785 -1.73911 0.00
H 4.60850 -0.05784 2.70286 0.00
C -4.88526 -1.52079 -0.69941 0.00
H 1.30713 2.12922 -7.05455 0.00
C 0.28794 1.61060 -2.59156 0.17
H -4.64556 -1.85869 -1.71504 0.00
H -4.78265 -0.20457 1.66821 0.00
C -3.22740 1.74025 -0.29530 0.00
C -0.96994 -0.09984 3.06812 0.38
H 5.11815 -2.15127 0.31430 0.00
H -1.91727 -2.67076 0.56355 0.00
H 2.43276 -3.33036 -0.67354 0.02
H 4.93448 -2.55638 2.01453 0.00
H -1.08624 0.97240 2.89979 0.02
H -5.33548 1.15638 -0.01895 0.00
H -3.21001 -0.81780 2.26724 0.00
H -5.50224 -2.30786 -0.23742 0.00
H -3.33810 -0.70299 -2.56968 0.00
H 1.06148 -4.53601 -2.36562 0.00
P -2.40951 0.04009 -0.38885 0.02
H 0.96817 4.59800 -6.93562 0.02
C 2.58078 -1.64129 2.57902 0.01
H 0.33794 5.66838 -4.76659 0.00
H -0.87625 -4.46676 -4.00130 0.00
H 5.38991 -0.43258 -0.63512 0.00
H 2.08310 -2.60730 2.44048 0.01
H 3.85066 -3.28814 0.81645 0.00
P 2.26236 -0.87186 -0.14771 0.06
H -2.02860 0.44183 -2.79587 0.00
H -5.08266 2.70545 -0.81602 0.00
C -2.49127 2.74630 -1.19122 0.00
H 3.99575 1.87391 -2.12373 0.00
C -1.12769 -2.00219 4.55004 0.31
C 0.51824 1.40881 1.02903 0.00
C 0.47630 4.58779 -4.82929 0.12
C -3.12407 2.24268 1.15413 0.00
H 1.83669 -0.89210 2.86101 0.00
H -2.50324 2.45731 -2.24857 0.00
H 0.93045 0.71944 -5.02692 0.00
H 1.76864 -0.12005 -3.00808 0.00
C -3.62746 -1.34788 0.18110 0.00
C 2.81318 -0.40913 -2.90787 0.00
H -3.63523 3.21452 1.22220 0.00
N -0.32191 -1.60396 -1.49559 0.08
C -0.71579 -2.79029 3.48218 0.31
C 1.78035 -2.46611 -0.76122 0.45
C -4.69549 1.67784 -0.74227 0.00
```

---

[8]
Entry from the OMol25 dataset: C11H21N3O5 in the gas phase (the ωB97M-V functional and the def2-TZVPD basis).

ΔE to the lowest compared entry with this formula, charge and spin	21.9	kcal/mol
structure (SMILES)	NCCCC[C@H](NC(=O)[C@@H](N)CCC(=O)O)C(=O)O
spin multiplicity	1
lowest unoccupied orbital energy	0.3	eV

The geometry in XYZ format:
```
40
Properties=species:S:1:pos:R:3:lowdin_charge:R:1
C -2.05268 0.85889 -0.19715 -0.26
H -1.67971 3.09062 -0.35596 0.15
O 2.55540 0.71679 -1.34126 0.06
H -3.73786 1.52991 1.04362 0.10
C 0.99555 3.39850 -0.49989 -0.45
H 2.99715 -0.91270 2.71259 0.10
H 2.63487 0.51049 2.32196 0.07
H 0.76219 0.67461 1.28985 0.16
N 2.37132 -0.42216 2.05301 0.03
O -0.44391 -1.45935 -0.88890 0.10
C 2.76063 -2.01846 0.22748 -0.16
C -3.90798 -0.60339 0.51087 -0.29
N -3.64060 -1.47473 -0.64205 0.00
H 0.91545 -2.58758 1.24461 0.13
H -4.05832 1.29130 -0.70022 0.12
H -1.22737 2.17498 1.17982 0.10
H -1.92663 0.63499 -1.26688 0.11
H -4.97336 -0.54976 0.74242 0.10
H -3.67773 -2.42837 -0.32396 0.05
C 2.15289 0.45943 -0.22621 -0.44
C 0.58477 -2.05952 -0.87985 -0.52
H -3.32970 -0.77686 1.43958 0.11
H 3.93656 -0.16336 0.53761 0.15
O 1.15495 -2.49938 -2.00074 0.12
H 1.60117 -3.73528 0.14678 0.13
H 0.25116 1.48288 -1.38622 0.17
H 3.18372 -2.16130 -0.77070 0.12
C -3.53394 0.87762 0.20746 -0.20
H 3.37534 -2.65305 0.86175 0.12
O 0.30794 4.30833 -0.09332 0.09
H -1.51860 0.03380 0.37130 0.10
C -1.22504 2.12720 0.10295 -0.13
C 1.38826 -2.66030 0.25509 -0.08
H 2.52272 2.58244 -1.40132 0.11
H 0.68376 -2.14844 -2.76498 0.14
C 2.93522 -0.55844 0.65957 -0.25
C 0.29314 1.98627 -0.34311 -0.21
O 2.11270 3.48879 -1.23050 0.11
N 1.13963 1.11785 0.42033 0.11
H -2.68308 -1.47330 -1.01541 0.04
```

---

no.,strongest force on any atom (eV/Å)
1,4.8
2,1.9
3,0.4
4,5.7
5,5.2
6,4.8
7,5.2
8,3.1